[1]
Formula: C9H16N4O
Source: the Open Molecules 2025 dataset
Level of theory: wB97M-V/def2-TZVPD

Results
Relative energy (zero: lowest compared OMol25 entry of this formula, charge and spin) ... 123.9 kcal per mole
Largest force on an atom ... 4.47 eV/Å
HOMO energy ... -0.3319 hartree

Structure (XYZ):
```
30
Properties=species:S:1:pos:R:3:nbo_charge:R:1
C -0.74 -1.58 -0.30 -0.614
C -0.44 -0.21 0.15 -0.043
C -0.54 0.75 -0.97 -0.421
C -0.38 2.18 -0.58 -0.403
C 0.17 2.36 0.92 -0.409
C 1.25 1.24 1.23 -0.027
C 2.54 1.73 0.53 -0.626
N 0.79 -0.09 0.90 -0.303
N 1.82 -1.09 1.00 -0.112
C 1.89 -2.16 2.01 -0.370
C 0.97 -1.87 3.10 0.274
N 0.41 -1.50 4.08 -0.294
N 2.52 -1.40 -0.16 0.241
O 3.04 -2.51 -0.29 -0.363
H -0.53 -2.27 0.54 0.209
H -1.82 -1.71 -0.75 0.241
H 0.11 -1.92 -0.92 0.211
H -1.33 0.00 0.88 0.185
H -1.54 0.68 -1.48 0.214
H 0.24 0.45 -1.66 0.208
H 0.28 2.74 -1.23 0.208
H -1.37 2.65 -0.66 0.206
H -0.74 2.48 1.51 0.216
H 0.58 3.38 1.02 0.217
H 1.47 1.27 2.37 0.195
H 2.49 1.51 -0.53 0.215
H 3.38 1.22 0.91 0.212
H 2.64 2.83 0.80 0.215
H 2.88 -2.22 2.42 0.257
H 1.66 -3.21 1.65 0.258
```

=====

[2]
Formula: C2H4AgO
Source: the Open Molecules 2025 dataset
Level of theory: wB97M-V/def2-TZVPD

Results
Relative energy (zero: lowest compared OMol25 entry of this formula, charge and spin) ... 0.6 kcal per mole
Largest force on an atom ... 1.32 eV/Å
Total charge ... -1
HOMO energy ... -0.0762 hartree

Structure (XYZ):
```
8
Properties=species:S:1:pos:R:3:nbo_charge:R:1
C 0.02 -1.28 0.39 -0.770
C 0.74 -0.34 -0.24 0.012
O 0.69 1.01 0.15 -0.923
H 0.24 -2.27 -0.04 0.168
H 1.51 -0.50 -1.02 0.191
H 1.21 1.59 -0.49 0.480
Ag -0.59 0.46 1.98 0.584
H 1.94 1.97 -1.72 -0.742
```